{
  "formula": "C78H48O30",
  "method": "the ωB97M-V functional and the def2-TZVPD basis",
  "gap_ev": 7.295,
  "e_lumo_ev": -1.940,
  "charge": 0,
  "symbols": ["O", "C", "C", "C", "C", "C", "C", "C", "C", "O", "C", "C", "C", "C", "C", "C", "H", "H", "H", "H", "H", "H", "H", "H", "O", "C", "C", "C", "C", "C", "C", "C", "C", "O", "C", "C", "C", "C", "C", "C", "H", "H", "H", "H", "H", "H", "H", "H", "O", "C", "C", "C", "C", "C", "C", "C", "C", "O", "C", "C", "C", "C", "C", "C", "H", "H", "H", "H", "H", "H", "H", "H", "O", "C", "C", "C", "O", "C", "O", "C", "C", "O", "H", "H", "H", "H", "O", "C", "C", "C", "O", "C", "O", "C", "C", "O", "H", "H", "H", "H", "O", "C", "C", "C", "O", "C", "O", "C", "C", "O", "H", "H", "H", "H", "O", "C", "C", "C", "O", "C", "O", "C", "C", "O", "H", "H", "H", "H", "O", "C", "C", "C", "O", "C", "O", "C", "C", "O", "H", "H", "H", "H", "O", "C", "C", "C", "O", "C", "O", "C", "C", "O", "H", "H", "H", "H"],
  "xyz": [[1.90296, 0.75149, -2.30945], [2.02998, 1.79747, -1.58397], [3.00567, 1.79603, -0.45685], [3.74263, 0.68163, -0.10513], [4.67261, 0.73509, 0.89676], [4.85848, 1.85498, 1.68404], [4.13320, 2.97089, 1.30163], [3.19420, 2.95093, 0.29292], [2.63136, 4.25208, -0.20915], [3.31745, 5.24737, -0.04507], [1.52358, 4.16772, -1.19120], [0.76285, 5.28628, -1.40971], [-0.29420, 5.24521, -2.25150], [-0.74553, 4.11676, -2.84233], [0.00998, 2.93332, -2.57645], [1.19800, 2.96894, -1.86293], [3.64838, -0.23044, -0.81087], [5.21167, -0.15618, 1.23415], [5.64435, 1.81068, 2.40757], [4.31053, 3.91833, 1.80283], [1.09130, 6.17565, -0.93564], [-0.87530, 6.17609, -2.33954], [-1.62444, 4.21002, -3.48070], [-0.46296, 1.97460, -3.06775], [0.29888, -6.21940, -4.87527], [-0.87302, -5.96253, -4.88560], [-1.76685, -6.40101, -6.01962], [-1.23000, -7.22104, -7.05050], [-2.02038, -7.70209, -8.05461], [-3.34989, -7.28362, -8.17392], [-3.88168, -6.43458, -7.24554], [-3.07419, -5.97960, -6.14353], [-3.66078, -5.08675, -5.04366], [-4.77270, -4.64265, -5.11468], [-2.92735, -4.82535, -3.81430], [-3.53211, -4.13417, -2.76225], [-2.93557, -3.97697, -1.57879], [-1.61713, -4.40545, -1.48543], [-0.94074, -5.03777, -2.47539], [-1.60367, -5.22321, -3.74105], [-0.15237, -7.42757, -7.05874], [-1.69168, -8.16971, -8.96952], [-3.97722, -7.62199, -9.03273], [-4.94007, -6.03992, -7.31957], [-4.54152, -3.91092, -2.87791], [-3.27822, -3.53967, -0.70278], [-1.13312, -4.38547, -0.50077], [0.08625, -5.15728, -2.46217], [-0.27784, 2.25327, 2.04133], [0.06795, 1.21044, 1.54714], [-0.59667, 0.55268, 0.37740], [-1.73148, 1.18632, -0.06503], [-2.48235, 0.51394, -1.00000], [-2.06532, -0.68567, -1.60583], [-0.90917, -1.23427, -1.21429], [-0.16027, -0.63685, -0.18943], [0.96235, -1.40340, 0.38123], [1.39096, -2.38390, -0.15857], [1.57018, -0.83021, 1.61327], [2.47666, -1.62087, 2.29061], [3.10745, -1.22504, 3.44964], [2.89854, 0.08985, 3.84187], [1.92338, 0.94777, 3.24766], [1.18113, 0.42642, 2.16906], [-2.03008, 2.13851, 0.32426], [-3.45580, 0.83473, -1.22488], [-2.82745, -1.16997, -2.18078], [-0.56940, -2.12560, -1.66589], [2.64685, -2.61431, 1.92590], [3.71939, -1.91351, 3.97528], [3.49316, 0.54444, 4.63703], [1.75049, 1.94636, 3.58184], [0.81196, 3.83787, 4.88277], [0.78133, 5.08173, 4.95212], [0.39352, 5.75771, 6.11411], [0.42585, 7.09876, 6.11259], [0.09487, 7.92172, 7.08798], [0.99870, 7.87241, 4.95017], [1.15390, 9.06992, 5.18444], [1.29351, 7.17028, 3.70233], [1.15704, 5.84611, 3.68989], [1.51996, 5.08595, 2.64571], [0.16231, 5.11099, 6.97066], [0.43121, 8.81176, 6.95949], [1.59893, 7.72055, 2.80944], [1.49065, 4.11922, 2.99656], [-4.77383, 2.55665, 0.17993], [-4.19641, 3.09428, 1.09799], [-4.02594, 2.53591, 2.46346], [-3.07443, 3.05304, 3.22085], [-2.59381, 2.49460, 4.32233], [-2.33833, 4.36523, 2.79823], [-1.68652, 4.84356, 3.66215], [-2.56036, 4.96505, 1.51799], [-3.50139, 4.39429, 0.75253], [-3.74136, 4.72486, -0.52431], [-4.51470, 1.55673, 2.55781], [-1.87063, 3.13725, 4.53465], [-2.08357, 5.85443, 1.24654], [-4.29924, 3.91458, -0.78454], [-1.53778, -3.25599, 1.16717], [-1.37717, -2.95484, 2.34041], [-0.48372, -3.51924, 3.28057], [-0.26330, -2.77683, 4.43062], [0.72816, -3.15680, 5.19828], [-0.98674, -1.43134, 4.68234], [-0.61341, -0.84870, 5.66265], [-1.89433, -0.87993, 3.68541], [-2.09698, -1.64746, 2.64255], [-2.83412, -1.22896, 1.62896], [0.15063, -4.42884, 3.06682], [0.80028, -2.54457, 5.97311], [-2.27623, 0.15111, 3.71209], [-2.73459, -1.95965, 0.96969], [-5.68961, -1.31233, -6.25893], [-4.48130, -1.48541, -6.35001], [-3.46212, -0.74229, -5.58773], [-2.17748, -0.95062, -5.84815], [-1.27538, -0.47970, -4.99597], [-1.75673, -1.82694, -6.97779], [-0.54939, -1.89673, -7.20625], [-2.71356, -2.50202, -7.76054], [-3.98064, -2.44811, -7.37672], [-4.94693, -3.15313, -7.97144], [-3.84103, -0.06573, -4.82261], [-0.34158, -0.55822, -5.25108], [-2.42161, -3.22438, -8.46097], [-5.83184, -2.85857, -7.70883], [1.82576, -1.69993, 7.21474], [2.27348, -0.56803, 7.52006], [1.71695, 0.72417, 7.15757], [2.54728, 1.78039, 7.26253], [2.27902, 3.00601, 6.83634], [3.95032, 1.77537, 7.88233], [4.66110, 2.72649, 7.77148], [4.39953, 0.48246, 8.38824], [3.59207, -0.62987, 8.22647], [3.99231, -1.86870, 8.45021], [0.81939, 0.82694, 6.63482], [1.46587, 2.99452, 6.24844], [5.40304, 0.43173, 8.84765], [3.32515, -2.52090, 8.14569], [4.61037, -3.08473, -1.77047], [4.00739, -2.41387, -2.59973], [4.48956, -1.25299, -3.30056], [3.66132, -0.65189, -4.17667], [3.93894, 0.46304, -4.78457], [2.23534, -1.13857, -4.42399], [1.63596, -0.34658, -5.19002], [1.79710, -2.38863, -3.80509], [2.62521, -2.97223, -2.90377], [2.42130, -4.11170, -2.33766], [5.51542, -0.97955, -3.07836], [3.15475, 0.82412, -5.28131], [0.85894, -2.80494, -4.07832], [3.17807, -4.25865, -1.67574]],
  "atomic_forces_ev_per_a": [[0.41, 3.07, 2.29], [-0.29, -4.23, -2.48], [-0.66, 0.56, 0.14], [-0.13, -2.03, -2.62], [0.38, -1.40, 1.34], [-0.54, 0.16, -1.60], [0.50, 0.97, 1.39], [-0.21, 0.32, -0.26], [2.19, -0.38, -0.81], [-1.26, 0.05, 0.21], [-0.32, -0.21, 0.07], [1.44, -0.30, 0.55], [-1.78, 2.56, -0.03], [0.94, -1.71, 0.18], [-2.32, -1.32, -2.63], [-0.42, 0.64, 1.35], [0.09, 1.44, 1.53], [-0.12, 0.10, -0.66], [0.05, 0.44, 0.58], [-0.10, -0.01, -0.06], [-0.01, 0.82, 0.42], [0.27, -0.42, -0.28], [0.22, -0.70, 0.22], [1.62, 1.64, 1.19], [0.40, 0.11, 0.30], [-1.74, 0.46, 0.30], [0.69, -0.50, -0.99], [0.94, 0.13, 0.72], [-0.77, 0.86, -1.21], [-0.84, -0.31, -0.36], [-0.98, 1.54, 1.48], [-1.06, 0.04, 0.17], [-0.19, -0.80, -0.79], [-1.50, 0.40, -0.96], [1.81, -0.10, -0.34], [-0.79, -0.92, -1.03], [2.50, -0.58, -0.13], [0.88, -0.91, 2.09], [-1.82, 0.75, -3.15], [1.33, -0.55, 1.29], [-0.51, 0.00, 0.24], [0.81, -0.60, 0.39], [0.67, 0.30, 0.81], [1.45, -0.55, 0.13], [-1.61, 0.65, -0.37], [-1.38, 0.80, 1.13], [-0.13, 0.43, -0.66], [1.90, -0.83, 0.46], [-0.51, 0.95, -0.01], [1.13, -1.61, 0.05], [0.65, 0.96, 0.80], [-0.48, -0.56, -1.02], [0.33, -0.49, -0.25], [-2.03, 1.79, 0.93], [1.66, 0.06, 0.55], [-0.64, -0.37, -0.19], [-0.09, 1.60, 0.07], [0.49, -1.08, -0.25], [-0.45, 0.49, 1.07], [-0.16, -0.62, -0.01], [-0.82, 1.34, -0.57], [-0.42, 1.54, 0.44], [0.49, -2.50, -0.79], [1.01, -0.32, -0.22], [-0.01, 0.16, 0.29], [-1.12, 0.75, -0.41], [0.23, -0.40, -0.78], [0.47, -0.90, -0.15], [0.09, -0.34, -0.34], [0.64, -0.25, 0.44], [-0.15, -0.35, 0.01], [-0.09, 0.37, 0.35], [0.12, 0.94, -0.38], [0.01, -1.46, -1.39], [-0.43, -0.06, 1.63], [0.51, 1.15, 0.19], [-0.71, -1.98, 1.24], [-0.05, 0.92, -0.53], [0.19, -0.90, -0.83], [-0.21, 1.12, 0.00], [0.84, -1.03, -0.02], [-0.47, -1.58, 1.39], [-0.14, 0.65, -0.27], [0.29, 0.49, -0.88], [0.04, -0.11, 0.44], [-0.26, 1.78, -0.80], [-0.52, -0.35, -0.27], [0.64, 0.16, 2.03], [-1.35, -0.96, -2.45], [0.83, 0.31, -0.57], [0.36, 1.12, -0.24], [-2.18, -1.34, -0.62], [2.15, 1.10, 2.16], [-1.44, -1.15, 0.10], [0.82, -0.15, -1.45], [-0.71, -0.94, 0.71], [0.29, 0.49, 0.52], [-0.04, -0.44, 0.60], [0.85, 1.08, -0.32], [0.32, 1.07, -0.30], [0.02, -1.14, -0.07], [-0.16, 0.96, -0.40], [0.84, -0.27, 1.30], [-0.18, -1.28, -2.53], [-0.66, 0.75, 0.88], [0.53, -0.13, -0.47], [0.16, 0.67, 1.20], [0.60, 0.52, 1.48], [-0.40, -0.21, -1.20], [-0.38, -0.54, -0.20], [-0.96, 1.21, 0.14], [0.25, 0.10, -0.07], [0.21, -0.64, 0.45], [0.01, 0.36, -0.12], [0.68, -0.27, 0.10], [0.02, 1.18, 0.30], [-2.04, -0.12, -0.15], [0.30, -0.23, 1.12], [-0.05, 0.45, 0.04], [2.76, 0.67, -0.10], [-0.61, -0.04, 0.32], [-0.92, -0.58, 0.63], [-2.01, -0.10, -0.44], [0.59, -0.33, -0.51], [0.31, -0.21, -0.07], [0.41, -0.25, -0.59], [0.61, -0.61, -1.09], [0.17, 0.31, 0.54], [0.19, 1.76, 0.52], [-0.92, -1.19, -0.90], [1.85, -0.76, 0.58], [0.26, 1.31, 0.46], [-1.04, -0.65, -0.58], [-0.59, -2.04, -0.37], [0.49, 1.09, 0.17], [-0.57, -1.62, 0.63], [1.43, 1.46, -0.41], [0.63, -0.32, 0.69], [-1.43, -0.22, -0.61], [0.76, 0.40, 0.49], [-0.71, -0.10, -0.42], [-0.10, 0.71, -0.03], [0.43, 0.53, -0.01], [-0.27, -0.42, 0.06], [0.40, -0.66, 0.24], [-0.61, -0.13, 0.86], [0.51, 1.10, -0.70], [-0.22, 1.00, -0.81], [-0.21, -2.01, 1.28], [0.59, 1.19, -0.20], [0.29, 0.96, -1.26], [0.07, -1.18, 1.35], [-0.20, 0.37, -0.17], [0.35, -0.97, 0.57], [-0.68, -0.28, -0.14], [-0.78, 0.43, -1.01]]
}